Run a
The following is a quantum chemistry calculation of an isolated molecule of C3H4N4S, from OMol25.

The geometry in XYZ format:
```
12
Properties=species:S:1:pos:R:3:lowdin_charge:R:1
S 1.811 1.688 -1.481 0.68
N -1.017 -1.467 1.151 0.15
N 1.729 -0.402 0.722 0.03
N -1.763 0.502 -0.236 0.15
N 0.404 -0.232 -0.139 -0.12
C -0.891 -0.468 0.405 -0.48
C -0.945 1.247 -1.040 -0.07
C 0.460 0.942 -0.850 -0.81
H -2.063 -1.671 1.361 0.11
H -1.205 1.841 -1.856 0.09
H 2.241 -1.266 0.198 0.13
H 1.238 -0.715 1.764 0.15
```

2S+1: 1
Molecular weight: 128.2 g mol⁻¹
Structure (SMILES): [H]/N=C1\N=CC(=S)N1N
HOMO-LUMO gap: 7.238 eV

Run b
The following is a quantum chemistry calculation of an isolated molecule of C3H4N4S, from OMol25.

The geometry in XYZ format:
```
12
Properties=species:S:1:pos:R:3:lowdin_charge:R:1
S -1.300 1.570 0.430 1.04
N -0.822 -1.205 -0.538 0.16
N 1.193 0.906 0.092 -0.06
N 0.001 0.603 -0.005 -0.35
N 3.354 0.669 0.181 0.11
C -2.467 0.335 0.225 -0.47
C -2.026 -0.898 -0.211 -0.40
C 2.227 0.130 -0.008 -0.37
H -2.758 -1.817 -0.240 0.16
H 1.850 -0.917 -0.369 0.14
H 4.183 0.089 0.094 0.04
H -3.434 0.534 0.349 0.00
```

2S+1: 1
Molecular weight: 128.2 g mol⁻¹
HOMO-LUMO gap (spin up / spin down): 6.329 / 6.873 eV

Run c
The following is a quantum chemistry calculation of an isolated molecule of C3H4N4S, from OMol25.

The geometry in XYZ format:
```
12
Properties=species:S:1:pos:R:3:lowdin_charge:R:1
S -2.714 -1.025 0.023 0.86
N 2.094 0.994 0.892 0.07
N -1.666 -0.481 1.367 -0.25
N -0.305 -0.424 -1.247 0.03
N 0.158 0.124 -0.036 -0.13
C 1.392 0.725 -0.151 -0.25
C -1.518 -0.823 -1.277 -0.48
C -0.468 -0.066 1.140 -0.27
H 0.005 0.356 2.039 0.13
H 3.075 1.317 0.700 0.06
H 1.762 0.682 -1.220 0.14
H -1.815 -1.378 -2.230 0.09
```

2S+1: 1
Molecular weight: 128.2 g mol⁻¹
Structure (SMILES): [H]/N=C/N1C=NSC=N1
HOMO-LUMO gap: 8.678 eV

Energy above the most stable structure, in kJ/mol: run a 86.6; run b 404.5; run c 0.0

Run a
The following is a quantum chemistry calculation of an isolated molecule of C24H21N3O4, from OMol25.

The geometry in XYZ format:
```
52
Properties=species:S:1:pos:R:3:lowdin_charge:R:1
O 3.220 -1.443 -0.214 0.01
O 2.899 -0.657 1.815 0.09
O 2.450 1.208 -6.225 0.06
O 1.276 2.986 -5.645 0.05
N 1.909 1.943 -5.360 -0.31
N 0.723 -2.607 3.410 0.13
N 2.599 -0.707 0.603 -0.27
C -4.408 2.080 -1.652 -0.06
C 1.178 -3.905 1.367 -0.01
C 1.338 2.365 -2.991 0.01
C -3.445 0.450 -0.041 -0.03
C 0.438 -0.724 5.006 -0.02
C 2.470 -0.053 -2.286 -0.02
C -0.268 -0.709 2.649 -0.14
C 0.256 -1.365 3.812 -0.19
C 1.744 0.641 -1.292 -0.16
C -1.316 -0.137 -1.717 -0.03
C -0.001 -1.115 0.149 -0.10
C 0.034 0.608 5.064 -0.09
C 0.562 -2.771 2.067 -0.24
C -0.632 0.644 2.709 -0.03
C -2.302 0.746 -2.136 -0.04
C 1.184 1.897 -1.675 -0.01
C 2.638 0.429 -3.579 0.02
C -2.438 -0.413 0.394 -0.03
C -0.012 -1.582 1.547 -0.14
C -3.348 1.092 -1.275 -0.29
C 1.359 -0.028 0.024 -0.05
C 1.991 1.600 -3.981 -0.16
C -1.295 -0.579 -0.387 -0.18
C -0.505 1.269 3.956 -0.09
H -4.480 2.968 -0.993 0.09
H -0.941 1.229 1.825 0.11
H -4.295 0.639 0.624 0.12
H -2.531 -0.927 1.353 0.12
H 1.205 -3.246 4.022 0.16
H -2.224 1.302 -3.075 0.12
H 0.579 -4.114 0.484 0.09
H 2.206 -3.711 1.006 0.09
H -4.265 2.421 -2.683 0.07
H 3.200 -0.145 -4.321 0.13
H -0.797 2.318 4.046 0.10
H 0.888 3.297 -3.341 0.12
H 0.570 -1.731 -0.543 0.13
H -5.388 1.578 -1.626 0.09
H 0.519 2.445 -0.997 0.12
H 0.923 0.767 0.654 0.13
H 0.835 -1.246 5.869 0.11
H 2.833 -1.058 -2.030 0.11
H 1.211 -4.752 2.055 0.08
H -0.501 -0.351 -2.427 0.12
H 0.157 1.154 5.980 0.09
```

2S+1: 1
Molecular weight: 415.4 g mol⁻¹
Structure (SMILES): Cc1ccc([C@H](c2c(C)[nH]c3ccccc23)[C@H](c2ccc([N+](=O)[O-])cc2)[N+](=O)[O-])cc1
HOMO-LUMO gap: 6.756 eV

Run b
The following is a quantum chemistry calculation of an isolated molecule of C24H21N3O4, from OMol25.

The geometry in XYZ format:
```
52
Properties=species:S:1:pos:R:3:lowdin_charge:R:1
O 3.243 2.422 0.887 -0.08
O -2.081 -0.750 -0.428 0.11
O -2.259 2.877 3.468 -0.05
O 1.711 0.642 2.110 0.09
N -5.147 -0.008 1.251 0.12
N 0.011 -0.980 -1.323 0.13
N 2.064 0.159 -0.092 0.15
C -4.822 -1.217 -0.817 -0.01
C -4.703 0.654 2.312 -0.09
C -4.292 -0.469 0.361 -0.25
C 5.456 1.553 0.368 -0.02
C 5.602 -0.522 -0.833 -0.10
C 6.214 0.567 -0.241 -0.09
C -1.010 -3.156 -4.724 -0.10
C -2.910 -0.261 0.519 -0.12
C 0.233 -1.413 -3.641 -0.02
C -0.175 0.130 0.782 0.01
C -0.725 -0.568 -0.367 -0.22
C -2.936 1.682 3.789 -0.22
C -0.401 -1.701 -2.431 -0.25
C -1.328 -2.743 -2.380 -0.03
C 3.798 3.497 1.602 -0.08
C -1.622 -3.464 -3.521 -0.09
C -1.010 0.605 1.738 0.10
C -2.429 0.435 1.635 -0.06
C -0.081 -2.129 -4.779 -0.09
C 1.301 0.340 1.009 -0.42
C 4.069 1.462 0.404 -0.21
C 4.225 -0.641 -0.781 -0.02
C 3.454 0.322 -0.146 -0.15
C -3.369 0.906 2.572 -0.13
H -5.474 0.995 2.991 0.11
H 5.955 2.406 0.801 0.10
H 0.406 -1.890 -5.713 0.10
H -0.588 1.128 2.583 0.13
H 4.411 4.136 0.957 0.09
H -4.386 -0.834 -1.737 0.09
H -2.338 -4.271 -3.470 0.10
H -1.251 -3.718 -5.614 0.10
H 2.949 4.068 1.975 0.10
H -1.796 -2.997 -1.440 0.11
H 0.957 -0.612 -3.673 0.11
H 4.396 3.148 2.448 0.10
H 6.192 -1.281 -1.324 0.10
H -2.224 1.095 4.377 0.13
H 1.597 -0.317 -0.869 0.10
H 7.289 0.663 -0.260 0.10
H -3.815 1.889 4.416 0.12
H -4.556 -2.270 -0.738 0.09
H -2.846 3.445 2.957 0.10
H -5.903 -1.125 -0.846 0.08
H 3.730 -1.494 -1.221 0.11
```

2S+1: 1
Molecular weight: 415.4 g mol⁻¹
Structure (SMILES): COc1ccccc1NC(=O)c1cc2c(CO)cnc(C)c2o/c1=N\c1ccccc1
HOMO-LUMO gap: 7.393 eV

Energy above the most stable structure, in kJ/mol: run a 621.6; run b 0.0

Run a
The following is a quantum chemistry calculation of a cluster of 4 separate species, CH11N3O3 in total, from OMol25.

The geometry in XYZ format:
```
18
Properties=species:S:1:pos:R:3:lowdin_charge:R:1
O -1.968 1.999 -3.219 -0.05
O 1.087 2.255 -0.944 -0.04
O -0.597 -0.670 3.782 -0.06
N 0.520 -2.167 0.995 0.09
N -0.142 0.001 0.582 0.12
N 1.010 -1.157 -1.079 0.10
C 0.487 -1.163 0.214 -0.63
H 0.030 0.983 0.423 0.06
H -1.789 1.654 -2.342 0.02
H 0.760 -0.332 -1.615 0.06
H -0.675 -0.084 1.439 0.07
H 0.445 2.133 -1.656 0.03
H 1.893 2.588 -1.322 0.04
H -2.737 1.515 -3.514 0.03
H -0.609 -1.536 4.193 0.04
H 0.347 -0.587 3.749 0.02
H 0.941 -2.013 -1.613 0.09
H 0.649 -3.064 0.565 0.02
```

2S+1: 1
Molecular weight: 113.1 g mol⁻¹
Structure (SMILES): N=C(N)N.O.O.O
HOMO-LUMO gap: 9.118 eV

Run b
The following is a quantum chemistry calculation of a cluster of 4 separate species, CH11N3O3 in total, from OMol25.

The geometry in XYZ format:
```
18
Properties=species:S:1:pos:R:3:lowdin_charge:R:1
O -0.216 2.183 -0.525 -0.28
O -0.242 -2.387 -1.214 -0.28
O -1.500 0.021 -1.314 -0.10
N 0.457 1.148 1.776 0.05
N -0.717 -0.846 1.059 0.27
N 1.389 -0.290 -0.017 0.13
C 0.573 -0.186 1.194 -0.54
H 1.138 -0.721 1.922 0.14
H -0.660 -1.593 0.224 0.10
H 1.438 1.526 1.916 0.11
H -0.488 2.817 -1.175 -0.01
H -0.050 -2.743 -2.038 -0.05
H 0.100 1.798 0.958 0.04
H -0.907 0.971 -1.099 0.06
H 1.155 -1.181 -0.536 0.07
H -0.918 -0.837 -1.450 0.02
H -1.603 -0.278 0.875 0.15
H 1.049 0.598 -0.557 0.11
```

2S+1: 1
Molecular weight: 113.1 g mol⁻¹
HOMO-LUMO gap: 4.622 eV

Energy above the most stable structure, in kJ/mol: run a 0.0; run b 807.3